1.
15
Properties=species:S:1:pos:R:3 method="wB97M-V/def2-TZVPD" orbital_gap_ev=11.25 smiles=O.O.O.O.O multiplicity=1 lumo_ev=0.41 homo_ev=-10.84 total_charge=0
O 1.626 0.212 0.525
H 1.037 0.935 0.110
H 2.267 0.747 0.998
O -0.995 0.334 1.784
H -0.696 0.413 2.731
H -0.118 0.081 1.367
O -0.234 1.747 -0.554
H -0.781 1.843 0.279
H -0.823 1.086 -1.014
O -1.761 -0.945 -0.881
H -0.823 -1.165 -1.103
H -2.037 -1.525 -0.139
O 0.804 -1.376 -1.634
H 1.269 -1.846 -0.950
H 1.265 -0.540 -1.519

---

2.
15
Properties=species:S:1:pos:R:3 method="wB97M-V/def2-TZVPD" orbital_gap_ev=10.90 smiles=O.O.O.O.O multiplicity=1 lumo_ev=0.13 homo_ev=-10.76 total_charge=0
O -2.252 -1.931 0.483
H -1.404 -1.867 0.043
H -2.894 -1.822 -0.218
O 0.598 -1.949 -2.047
H 0.658 -1.143 -1.533
H 1.475 -2.329 -1.999
O -0.025 0.152 -0.344
H -0.712 0.684 0.057
H 0.727 0.250 0.240
O -1.306 1.965 1.381
H -1.726 2.801 1.181
H -0.885 2.105 2.230
O 2.763 0.714 0.320
H 2.444 1.479 0.799
H 2.538 0.891 -0.593

---

3.
15
Properties=species:S:1:pos:R:3 method="wB97M-V/def2-TZVPD" orbital_gap_ev=11.81 smiles=O.O.O.O.O multiplicity=1 lumo_ev=0.46 homo_ev=-11.35 total_charge=0
O 8.935 -13.097 3.151
H 9.505 -12.657 2.520
H 9.472 -13.184 3.939
O 6.420 -14.577 0.492
H 5.595 -14.554 0.978
H 7.097 -14.488 1.163
O 6.190 -10.185 -1.072
H 6.358 -11.089 -0.806
H 5.505 -10.254 -1.737
O 12.123 -10.818 2.009
H 11.754 -9.936 2.027
H 12.853 -10.786 2.628
O 11.463 -13.801 6.555
H 12.161 -14.184 6.023
H 11.884 -13.594 7.390

---

4.
15
Properties=species:S:1:pos:R:3 method="wB97M-V/def2-TZVPD" orbital_gap_ev=11.17 smiles=O.O.O.O.O multiplicity=1 lumo_ev=0.38 homo_ev=-10.79 total_charge=0
O -0.171 1.662 0.619
H -0.683 0.906 0.969
H -0.459 2.287 1.263
O -1.452 -0.533 1.464
H -0.939 -1.360 1.098
H -2.340 -0.660 1.069
O 0.033 -1.699 -0.643
H 0.538 -2.607 -1.043
H -0.099 -1.075 -1.438
O 0.182 0.587 -1.826
H 1.012 0.493 -1.302
H -0.394 1.279 -1.345
O 1.982 0.311 0.262
H 1.504 -0.519 0.278
H 1.286 0.928 0.575

---

1 wins, 0.0099 hartree ahead of the next structure.

---

1.
15
Properties=species:S:1:pos:R:3 method="wB97M-V/def2-TZVPD" orbital_gap_ev=11.47 smiles=O.O.O.O.O multiplicity=1 lumo_ev=0.16 homo_ev=-11.31 total_charge=0
O 1.290 1.537 -2.177
H 1.129 1.107 -1.338
H 0.442 1.520 -2.622
O -4.918 0.669 1.357
H -4.059 1.053 1.529
H -5.082 0.102 2.110
O 0.676 1.058 3.220
H 0.472 1.177 4.148
H 1.320 1.739 3.027
O 0.174 -0.964 0.102
H 0.845 -1.395 0.632
H -0.233 -0.334 0.695
O 2.519 -2.527 -3.915
H 3.304 -2.837 -3.463
H 2.121 -1.906 -3.305

---

2.
15
Properties=species:S:1:pos:R:3 method="wB97M-V/def2-TZVPD" orbital_gap_ev=10.87 smiles=O.O.O.O.O multiplicity=1 lumo_ev=-0.06 homo_ev=-10.93 total_charge=0
O 15.260 9.894 -45.813
H 16.147 9.646 -46.095
H 14.666 9.421 -46.423
O 14.055 7.934 -47.622
H 13.236 8.104 -48.101
H 14.732 8.485 -48.080
O 14.687 5.226 -46.678
H 14.540 6.019 -47.217
H 14.960 5.567 -45.821
O 16.166 9.410 -48.796
H 16.189 9.124 -49.720
H 15.905 10.342 -48.827
O 12.249 7.541 -51.321
H 12.792 6.758 -51.171
H 11.825 7.714 -50.474

---

2 wins, 0.0124 hartree ahead of the next structure.

---

1.
15
Properties=species:S:1:pos:R:3 method="wB97M-V/def2-TZVPD" orbital_gap_ev=10.90 smiles=O.O.O.O.O multiplicity=1 lumo_ev=0.21 homo_ev=-10.69 total_charge=0
O 2.817 11.990 6.151
H 2.860 11.035 6.091
H 3.038 12.183 7.062
O 5.908 10.695 6.508
H 6.214 10.189 5.755
H 5.103 10.256 6.782
O 3.350 11.616 8.894
H 4.143 11.090 8.996
H 3.007 11.708 9.783
O 1.869 12.322 11.022
H 1.942 13.224 10.712
H 1.879 12.395 11.977
O 1.013 9.668 10.389
H 0.984 10.616 10.519
H 0.602 9.530 9.535

---

2.
15
Properties=species:S:1:pos:R:3 method="wB97M-V/def2-TZVPD" orbital_gap_ev=9.53 smiles=O.O.O.O.O multiplicity=1 lumo_ev=0.42 homo_ev=-9.12 total_charge=0
O 1.475 0.107 0.770
H 1.983 0.922 0.854
H 1.768 -0.430 1.515
O -2.643 -1.456 -0.100
H -3.301 -0.847 -0.454
H -2.120 -1.709 -0.870
O -0.175 -0.308 0.076
H -0.021 -0.424 -0.869
H -1.135 -0.303 0.158
O 4.242 0.053 -0.708
H 4.754 -0.522 -0.129
H 3.591 0.456 -0.122
O -2.547 1.619 -0.309
H -3.469 1.372 -0.444
H -2.400 1.471 0.632

---

3.
15
Properties=species:S:1:pos:R:3 method="wB97M-V/def2-TZVPD" orbital_gap_ev=11.80 smiles=O.O.O.O.O multiplicity=1 lumo_ev=0.67 homo_ev=-11.14 total_charge=0
O 2.732 -1.217 0.186
H 2.354 -0.338 -0.058
H 3.202 -1.518 -0.659
O 1.744 1.547 -0.043
H 0.808 1.765 -0.129
H 1.784 1.756 0.910
O -1.129 1.251 -0.088
H -1.357 1.557 -0.961
H -0.511 0.473 -0.166
O -0.208 -1.115 -0.391
H -0.844 -1.622 0.152
H 0.697 -1.331 -0.013
O -3.096 -0.609 0.059
H -3.715 -0.717 0.812
H -2.462 0.119 0.388

---

3 wins, 0.0125 hartree ahead of the next structure.

---

1.
15
Properties=species:S:1:pos:R:3 method="wB97M-V/def2-TZVPD" orbital_gap_ev=10.59 smiles=O.O.O.O.O multiplicity=1 lumo_ev=0.07 homo_ev=-10.51 total_charge=0
O 0.322 0.635 0.656
H -0.140 -0.218 0.616
H -0.369 1.298 0.537
O -0.864 -1.938 1.188
H -1.464 -1.626 1.876
H -0.997 -2.892 1.162
O -0.713 4.079 -1.139
H -0.341 4.967 -1.168
H 0.031 3.499 -1.337
O -1.194 -2.099 -2.043
H -0.895 -1.756 -1.193
H -0.686 -2.906 -2.173
O 2.807 -0.286 0.879
H 2.514 -0.977 1.479
H 1.988 0.218 0.659

---

2.
15
Properties=species:S:1:pos:R:3 method="wB97M-V/def2-TZVPD" orbital_gap_ev=12.13 smiles=O.O.O.O.O multiplicity=1 lumo_ev=0.55 homo_ev=-11.57 total_charge=0
O -0.348 1.990 -0.561
H -0.955 1.243 -0.481
H -0.651 2.431 0.206
O -1.846 -0.574 -0.531
H -0.911 -1.020 -0.557
H -2.549 -0.936 -1.098
O 0.732 -1.801 -0.456
H 0.655 -1.813 0.484
H 1.366 -1.018 -0.621
O 1.965 0.429 -0.224
H 2.169 0.966 -1.005
H 1.028 0.736 0.018
O -0.246 0.100 1.857
H 0.555 -0.289 1.579
H -0.963 -0.442 1.390

---

2 wins, 0.0019 hartree ahead of the next structure.

---

1.
15
Properties=species:S:1:pos:R:3 method="wB97M-V/def2-TZVPD" orbital_gap_ev=10.09 multiplicity=1 lumo_ev=0.01 homo_ev=-10.08 total_charge=0
O 9.949 4.662 28.157
H 9.324 5.366 28.332
H 10.743 5.112 27.870
O 14.689 6.191 27.454
H 13.917 6.731 27.623
H 14.420 5.602 26.750
O 11.992 5.322 26.954
H 11.556 5.588 26.144
H 12.669 4.707 26.670
O 11.817 5.985 24.348
H 11.213 6.161 23.627
H 11.897 6.824 24.804
O 14.114 4.704 25.862
H 13.725 4.606 24.993
H 14.425 3.827 26.087

---

2.
15
Properties=species:S:1:pos:R:3 method="wB97M-V/def2-TZVPD" orbital_gap_ev=9.90 smiles=O.O.O.O.O multiplicity=1 lumo_ev=0.03 homo_ev=-9.87 total_charge=0
O -6.057 15.880 15.091
H -6.890 16.213 14.763
H -5.380 16.494 14.879
O -4.513 11.886 18.497
H -4.959 11.086 18.220
H -5.203 12.529 18.198
O -8.682 13.723 16.858
H -8.388 13.416 15.943
H -9.296 13.089 17.067
O -6.751 11.458 16.346
H -6.719 12.299 15.925
H -7.640 11.371 16.722
O -5.964 13.919 17.652
H -6.793 14.239 17.201
H -5.330 14.648 17.583

---

2 wins, 0.0252 hartree ahead of the next structure.

---

1.
21
Properties=species:S:1:pos:R:3 method="wB97M-V/def2-TZVPD" orbital_gap_ev=9.30 smiles=CNC(CO)CO.O multiplicity=1 lumo_ev=0.64 homo_ev=-8.66 total_charge=0
C -1.747 1.346 -0.184
N -1.152 0.124 -0.707
C 0.246 -0.088 -0.423
C 0.582 -1.551 -0.572
O 1.997 -1.786 -0.298
C 1.156 0.848 -1.260
O 2.493 0.907 -0.829
H -2.496 1.115 0.569
H -2.149 1.988 -0.970
H -1.020 1.943 0.382
H -1.343 0.004 -1.691
H 0.474 0.228 0.602
H 0.498 -1.871 -1.604
H -0.028 -2.137 0.113
H 2.089 -2.134 0.593
H 0.759 1.849 -1.213
H 1.082 0.521 -2.314
H 2.769 0.003 -0.626
O -1.095 -0.581 3.284
H -1.725 0.072 2.969
H -1.389 -0.800 4.178

---

2.
21
Properties=species:S:1:pos:R:3 method="wB97M-V/def2-TZVPD" orbital_gap_ev=8.48 smiles="C=CC(=C)N.O.O.O" multiplicity=1 lumo_ev=0.28 homo_ev=-8.20 total_charge=0
C 0.068 -2.189 1.563
C -0.314 -2.672 0.365
C -0.146 -1.994 -0.922
C 0.108 -2.702 -2.023
N -0.217 -0.601 -1.117
H -0.238 -2.647 2.463
H 0.699 -1.316 1.672
H -0.684 -3.636 0.402
H 0.207 -3.760 -1.900
H 0.163 -2.352 -3.061
H -0.649 0.003 -0.402
H -0.328 -0.322 -2.010
O 1.392 2.050 1.099
H 1.702 1.929 0.192
H 0.841 1.421 1.348
O -0.640 2.491 -4.200
H -1.505 2.918 -4.186
H -0.208 2.867 -3.370
O -0.293 3.774 4.781
H -0.328 3.422 3.981
H 0.370 3.315 5.325

---

3.
21
Properties=species:S:1:pos:R:3 method="wB97M-V/def2-TZVPD" orbital_gap_ev=10.01 smiles="C[C@@H](N)CC=O.O.O" multiplicity=1 lumo_ev=0.48 homo_ev=-9.53 total_charge=0
C 0.450 -2.053 -0.693
C 0.261 -0.790 0.155
N -1.088 -0.681 0.722
C 1.357 -0.650 1.183
C 1.455 0.710 1.843
O 2.101 0.871 2.849
H 0.409 -2.960 -0.076
H 1.371 -2.058 -1.274
H -0.412 -2.195 -1.354
H 0.326 0.029 -0.572
H -1.758 -0.762 -0.035
H -1.271 -1.438 1.379
H 2.357 -0.823 0.781
H 1.242 -1.368 1.993
H 0.973 1.588 1.381
O -1.141 1.936 -2.700
H -0.582 2.459 -3.281
H -2.036 2.269 -2.808
O -1.331 2.364 0.300
H -1.051 1.551 0.750
H -1.633 2.001 -0.543

---

4.
21
Properties=species:S:1:pos:R:3 method="wB97M-V/def2-TZVPD" orbital_gap_ev=9.42 smiles="CN(C)CC=O.O.O" multiplicity=1 lumo_ev=0.45 homo_ev=-8.97 total_charge=0
C -0.813 1.283 0.247
N -0.984 -0.044 0.747
C 0.140 -0.369 1.639
C -1.231 -1.123 -0.352
C -2.661 -1.558 -0.209
O -2.835 -2.695 -0.614
H 0.158 1.404 -0.282
H -1.428 1.742 -0.601
H -0.802 2.031 1.078
H 0.250 0.534 2.327
H 0.918 -0.870 1.047
H -0.402 -1.237 2.306
H -0.419 -2.084 0.045
H -0.906 -0.913 -1.284
H -3.429 -0.964 0.246
O 2.708 2.334 -2.339
H 1.708 2.034 -2.082
H 3.145 2.478 -1.531
O 3.635 0.974 0.824
H 2.976 1.077 1.495
H 4.441 0.777 1.091

---

3 wins, 0.0208 hartree ahead of the next structure.